No. 1
The following is a DFT calculation (ωB97M-V/def2-TZVPD) of a molecular structure, C37H35AsAuN4OPS.

Geometry as XYZ:
```
81
C37H35AsAuN4OPS | OMol25 | ωB97M-V/def2-TZVPD
Au 0.034 -1.045 0.420
S 1.777 -2.606 0.333
C 3.138 -1.926 -0.556
C 4.149 -2.772 -1.007
C 5.196 -2.243 -1.746
C 5.260 -0.886 -2.046
C 4.271 -0.035 -1.582
C 3.231 -0.570 -0.831
As 1.893 0.475 0.011
C 1.769 2.108 -0.972
C 1.025 2.179 -2.145
C 1.034 3.350 -2.885
C 1.788 4.436 -2.455
C 2.533 4.357 -1.288
C 2.529 3.189 -0.535
C 2.505 0.824 1.801
C 3.666 0.197 2.238
C 4.100 0.398 3.541
C 3.377 1.213 4.398
C 2.214 1.834 3.960
C 1.770 1.639 2.662
H 4.108 -3.834 -0.803
H 5.971 -2.907 -2.106
H 6.077 -0.495 -2.636
H 4.310 1.027 -1.794
H 0.431 1.336 -2.476
H 0.455 3.417 -3.797
H 1.797 5.348 -3.037
H 3.122 5.203 -0.960
H 3.105 3.131 0.380
H 4.235 -0.438 1.570
H 5.008 -0.081 3.883
H 3.721 1.368 5.412
H 1.655 2.474 4.629
H 0.866 2.129 2.334
N -2.409 -0.283 2.139
P -1.981 0.165 0.570
C -2.375 1.912 0.513
C -3.733 2.248 0.571
C -4.112 3.578 0.597
C -3.148 4.577 0.543
C -1.804 4.248 0.465
C -1.420 2.915 0.454
C -3.155 -0.611 -0.542
C -3.899 -1.713 -0.135
C -4.800 -2.295 -1.016
C -4.944 -1.785 -2.298
C -4.189 -0.693 -2.710
C -3.296 -0.102 -1.833
C -1.837 -1.329 2.834
C -2.321 -1.702 4.087
C -1.730 -2.763 4.733
C -0.676 -3.440 4.121
C -0.258 -3.018 2.885
N -0.823 -1.972 2.248
H -3.122 0.248 2.619
H -4.492 1.474 0.577
H -5.161 3.838 0.648
H -3.450 5.616 0.554
H -1.053 5.025 0.409
H -0.384 2.668 0.381
H -3.794 -2.111 0.866
H -5.399 -3.137 -0.695
H -5.656 -2.233 -2.979
H -4.310 -0.294 -3.708
H -2.725 0.765 -2.148
H -3.152 -1.167 4.526
H -2.090 -3.072 5.705
H -0.190 -4.279 4.594
H 0.560 -3.503 2.374
C 1.030 -1.924 -3.330
N -0.209 -2.634 -3.559
C -1.094 -2.852 -2.561
N -2.178 -3.608 -2.857
O -0.938 -2.383 -1.423
H 1.540 -1.800 -4.282
H 1.684 -2.468 -2.648
H 0.834 -0.937 -2.912
H -0.378 -3.033 -4.466
H -2.270 -4.112 -3.720
H -2.811 -3.818 -2.107
```

Calculated values
- ΔE to the lowest compared entry with this formula, charge and spin: 0.0 kJ/mol
- E_tot: -4835.8081 a.u.
- M: 886.64 g/mol
- Total charge: +2
- Gap between HOMO and LUMO: 6.2673 eV


No. 2
The following is a DFT calculation (ωB97M-V/def2-TZVPD) of 10 unconnected molecules or ions with the total composition C2H24N2O10.

Geometry as XYZ:
```
38
C2H24N2O10 | OMol25 | ωB97M-V/def2-TZVPD
C 0.645 0.047 3.269
N 0.576 0.936 2.076
C 0.161 0.282 0.887
N 0.426 0.877 -0.347
O -0.706 -0.526 0.933
H -0.266 -0.083 3.892
H 1.432 0.270 3.900
H 0.914 -1.011 2.926
H 1.165 1.700 1.853
H 1.048 1.684 -0.486
H 0.522 0.291 -1.094
H 0.056 2.906 -1.852
H -0.224 3.902 -2.858
O -0.011 3.782 -2.013
H 0.461 -2.669 -1.017
H 1.296 -3.831 -0.418
O 1.404 -2.925 -0.857
H -3.978 0.346 3.197
H -2.774 0.684 2.293
O -3.404 0.946 2.936
H 3.059 1.353 -2.065
H 2.917 2.847 -1.865
O 2.681 2.098 -1.415
H -1.311 -4.137 -2.991
H -0.518 -3.086 -2.123
O -0.424 -3.838 -2.665
H 0.288 4.667 1.594
H -0.046 3.578 0.476
O 0.685 3.971 0.967
H -1.308 -1.384 2.325
H -1.839 -2.430 3.116
O -1.366 -1.732 3.370
H -1.932 -1.283 -0.522
H -1.813 -1.309 -1.893
O -1.902 -1.975 -1.186
H 0.998 -2.341 -3.828
H 1.956 -1.169 -4.375
O 1.130 -1.438 -4.138
```

Calculated values
- ΔE to the lowest compared entry with this formula, charge and spin: 527.7 kJ/mol
- E_tot: -952.4158 a.u.
- M: 236.22 g/mol
- Total charge: 0
- Gap between HOMO and LUMO: 9.6139 eV
- SMILES: CNC(N)=O.O.O.O.O.O.O.O.O.O


No. 3
The following is a DFT calculation (ωB97M-V/def2-TZVPD) of a molecular structure, C6H8N.

Geometry as XYZ:
```
15
C6H8N | OMol25 | ωB97M-V/def2-TZVPD
C 0.896 -0.968 -0.697
C 0.911 1.023 -0.578
C 1.119 2.244 -1.008
C -0.017 0.474 0.559
C 0.099 -1.136 0.527
C -1.350 -1.666 0.380
N 1.255 -0.145 -1.484
H 1.495 2.365 -2.090
H 0.846 3.076 -0.298
H 0.223 0.915 1.562
H -1.092 0.620 0.365
H 0.518 -1.580 1.513
H -1.878 -1.389 -0.451
H -1.804 -1.088 1.205
H -1.222 -2.748 0.494
```

Calculated values
- ΔE to the lowest compared entry with this formula, charge and spin: 538.6 kJ/mol
- E_tot: -287.7511 a.u.
- M: 94.14 g/mol
- Total charge: +1
- Gap between HOMO and LUMO: 8.5925 eV